ORCA calculation (ωB97M-V with the def2-TZVPD basis set) on the molecule C10H12NO3P.

Element x y z (Å)
H 0.4313 -3.8108 -1.2792
C -1.7845 1.4106 1.6916
C -1.1987 0.0461 3.9146
C 1.3533 2.3475 0.9974
H 2.3643 2.6352 1.4075
C 0.1618 -0.3825 -1.6632
C 0.1249 -0.3051 -3.0649
O 2.4672 -0.0096 0.4671
O -2.1010 0.4496 4.6302
C 0.2553 -1.6142 -0.9600
H 0.3404 -1.5265 0.0917
P 1.2188 0.5907 0.7998
O 0.1641 0.8285 -1.0402
C -0.8591 0.4644 2.4758
H 0.2846 0.6575 -3.5468
H -1.3331 1.7545 0.7334
C 0.2852 -2.7240 -3.2220
C 0.2875 -1.4803 -3.8053
N 0.2854 0.1091 2.0633
H -1.7011 2.2596 2.3347
H 1.2534 2.8405 -0.0113
H 0.1298 -1.4727 -4.8183
H 0.0924 -3.6235 -3.8289
C 0.3029 -2.8031 -1.8001
H -0.4809 -0.6123 4.2666
H -2.8468 1.1313 1.6438
H 0.5024 2.8397 1.5227

Forces on atoms 1 to 6 (eV/Å):
-0.4 1.5 -0.9
0.9 -0.5 0.2
-2.1 1.7 0.3
0.0 2.3 -0.6
-1.2 -0.4 -0.2
0.1 0.3 -0.1

Values from the calculation:
SMILES: C/C(C=O)=N\[P@@](C)(=O)Oc1ccccc1
Highest occupied orbital energy in Eh: -0.2994
ΔE to the lowest compared entry with this formula, charge and spin in kJ/mol: 15.1
M in g mol⁻¹: 225.18
HOMO-LUMO gap in eV: 6.452
LUMO energy in eV: -1.69

ORCA calculation (ωB97M-V with the def2-TZVPD basis set) on a cluster of 2 separate species, C3H12N2O2 in total.

Element x y z (Å)
N -0.5663 -2.2853 0.5224
H 2.9994 -0.6965 -0.3433
H 1.1276 1.2955 -1.3187
H 0.3854 -1.9840 0.7373
C -1.2779 0.0166 0.3825
C 0.2060 2.1457 0.1064
H -1.9948 -1.6456 -0.8339
H -0.4214 -3.1652 0.0434
H -0.4855 -1.1360 -1.3183
N -0.0614 0.8472 0.6074
C -1.0758 -1.2298 -0.4006
H 0.5329 2.7720 0.9371
H 1.4801 -0.2729 -0.0758
H 0.2748 0.7226 1.5457
H -1.9941 0.7364 -0.0413
H -0.6522 2.6677 -0.3376
O 1.2014 2.1810 -0.9499
H -1.7644 -0.1483 1.3436
O 2.0864 -0.8207 -0.6063

Forces on atoms 1 to 6 (eV/Å):
0.6 0.9 -0.2
-0.1 0.3 0.3
0.4 -0.1 -0.4
-0.1 -0.3 0.2
-0.5 2.8 -0.1
-0.2 1.0 -0.8

Values from the calculation:
SMILES: NCCNCO.O
Highest occupied orbital energy in Eh: -0.3511
ΔE to the lowest compared entry with this formula, charge and spin in kJ/mol: 144.4
M in g mol⁻¹: 108.14
HOMO-LUMO gap in eV: 10.441
LUMO energy in eV: 0.89

ORCA calculation (ωB97M-V with the def2-TZVPD basis set) on a cluster of 2 separate species, C4H14N2OS in total.

Element x y z (Å)
H 0.6343 -1.0349 3.6466
H -1.2183 -0.9152 -1.9060
C 2.6098 0.6426 -0.6328
S -2.0609 -2.4497 -0.3038
O 1.1115 -1.2072 2.8346
H 0.7463 -0.5619 2.2228
C -1.9058 -0.8080 -1.0586
N 1.4040 -0.1189 -0.8352
H -2.0831 1.9729 -0.3196
H 3.6110 0.2101 -0.6575
N -1.8247 1.2868 0.3748
H 1.4683 -0.9827 -0.3436
H 0.0695 0.8423 -1.8932
H 2.6009 1.5808 -1.2032
H 2.6417 1.1070 0.3803
H -1.1610 -2.3332 0.6582
C 0.2093 0.7007 -0.8134
H 0.3008 1.6273 -0.2249
C -1.0577 0.1337 -0.1531
H -2.6348 0.8958 0.8388
H -0.6951 -0.3734 0.7482
H -2.7658 -0.2151 -1.3594

Forces on atoms 1 to 6 (eV/Å):
-0.1 0.0 0.3
-0.7 -0.3 -0.3
0.2 2.2 1.6
-1.3 -0.3 -0.5
0.0 0.0 -0.2
0.1 0.1 -0.1

Values from the calculation:
SMILES: CNC[C@@H](N)CS.O
Highest occupied orbital energy in Eh: -0.3151
ΔE to the lowest compared entry with this formula, charge and spin in kJ/mol: 151.2
M in g mol⁻¹: 138.24
HOMO-LUMO gap in eV: 9.300
LUMO energy in eV: 0.72

ORCA calculation (ωB97M-V with the def2-TZVPD basis set) on the ion C3H3N2S with charge +1.

Element x y z (Å)
S 2.8535 -0.0702 -0.0500
C -0.5125 1.6593 -0.0357
N 0.7029 1.4266 0.0533
C -0.8887 -0.7427 -0.0896
H -1.8967 -1.1972 -0.2251
N 0.2947 -0.8488 0.1403
H -1.0738 2.4329 0.2711
C 1.2259 0.2593 -0.0347
H 2.8699 -1.3470 0.3110

Forces on atoms 1 to 6 (eV/Å):
1.9 0.8 -0.3
3.0 -1.9 -0.5
-2.0 1.4 -0.9
0.9 -0.4 0.9
1.0 0.5 0.1
-1.7 0.8 -1.7

Values from the calculation:
Highest occupied orbital energy (spin up / spin down) in Eh: -0.4834 / -0.5717
ΔE to the lowest compared entry with this formula, charge and spin in kJ/mol: 18.3
2S+1: 3
M in g mol⁻¹: 99.14
Net charge: +1
HOMO-LUMO gap (spin up / spin down) in eV: 7.552 / 8.049
LUMO energy (spin up / spin down) in eV: -5.60 / -7.51

ORCA calculation (ωB97M-V with the def2-TZVPD basis set) on a cluster of 12 separate species, C52H72N8O4 in total.

Element x y z (Å)
H -2.0986 2.7036 -3.2413
C -0.2810 -0.7611 -5.8340
C 5.9115 -0.8523 -0.7240
C 5.7373 -0.5504 0.5884
H -0.7966 -4.5839 6.1503
C -4.5634 3.4196 3.4815
H 4.6638 3.2284 -3.8828
C -3.6856 4.3741 4.0098
C -0.8882 -4.8839 5.1210
C 3.8633 3.9339 -5.8107
O -1.1120 1.2681 -4.8822
H -1.3040 -1.1595 3.4928
H -0.7272 6.4240 -2.0643
H 5.3651 0.9686 2.0197
H -3.5111 0.4440 -5.9534
C 1.9370 -5.8676 -2.9425
H -0.3297 -1.4762 -6.6853
H -0.0906 -1.0039 1.3525
H -5.2100 -2.3944 2.2313
N 5.5710 1.4387 -1.2736
H -4.3649 -2.1033 -1.2454
C -4.0387 2.3337 2.8874
H 0.7242 -0.4383 -5.7300
H -0.0293 -3.8941 1.9848
C -2.1056 3.5179 -2.4332
C 1.3848 -3.8982 -1.8296
H -2.7117 -2.6850 2.1778
C -2.6423 -0.2413 -5.8430
H -0.5436 -1.2841 -4.9156
C 2.1964 0.0788 -0.8842
C -0.4131 -4.5027 2.8158
C -0.4504 -0.4056 -0.6359
H 5.8165 -1.2766 1.3585
H 2.0435 -6.8912 -3.1331
H -2.6630 -0.2099 4.1253
N 1.4880 2.7497 -4.9681
H -3.7216 -1.1970 1.0270
H 5.9479 0.0952 -2.7275
C -3.1723 -1.8298 2.6785
H 1.1572 -5.9056 -0.9695
C -1.8359 5.4989 -0.5396
N -2.3684 4.3074 3.8555
C -4.6380 -2.2351 3.1221
H -5.1203 -1.4729 3.7293
H 1.1251 1.4262 4.2208
C 2.8495 5.1906 1.9229
C -1.4639 -6.3996 3.3865
H 1.7165 -0.1382 3.8959
H -5.6149 3.6506 3.4634
O 0.6808 0.7740 6.8969
C -2.6620 2.2536 2.7261
N -1.4705 4.6413 -2.7839
C -1.8662 3.2383 3.2538
C 1.4705 -5.3025 -1.7931
C 1.6418 3.8414 -0.0578
H -2.7735 2.3393 -0.9420
C 1.7271 -0.4669 0.3291
H -1.8801 -2.7220 -2.3193
C 3.4714 5.1148 0.6302
H 1.6849 -1.8816 5.3242
H 2.7222 4.5299 -7.5008
C -1.3633 5.5895 -1.8439
H -2.7765 -0.7047 -4.8114
C -2.9264 -3.3851 -0.6024
C 5.3569 1.7133 0.0336
O -3.1872 -0.7684 1.6983
C 1.6220 0.5757 4.6871
H -2.7817 4.1357 0.8141
H 0.1709 -3.0871 4.3478
C 1.5863 4.5665 2.1336
H -1.8782 -4.4719 -2.0872
C 1.2936 -1.3223 6.1752
N 1.0065 3.8676 1.1292
H -3.3576 -3.7283 -2.6542
H 0.6303 3.3587 -6.7325
H -4.5288 -3.1445 3.6718
H -2.7261 -1.0347 -6.5755
H 4.8457 4.2938 -6.1500
H -2.2666 -1.8030 4.7745
C 5.7993 0.2012 -1.6259
C 2.8703 4.3999 -0.3691
H 1.0148 4.7148 3.0201
C -2.4646 4.2802 -0.1713
H -2.3522 1.3760 2.1008
H 1.1245 -3.3529 -0.9713
H 2.5723 2.1842 -3.1710
C 5.4331 0.7377 0.9901
H 5.2302 2.7151 0.3415
H 1.7978 -2.1218 -2.9209
C 0.3845 -0.6768 0.4255
O -3.7900 -2.1688 -0.5076
C 2.6990 4.0099 -6.6002
N -0.9477 -5.6624 2.4155
H 2.3439 -0.6523 1.1478
H -4.6733 1.4821 2.5513
C 0.1165 0.0712 -1.7972
C -2.3677 -1.2876 3.8327
H 6.2033 -1.8971 -0.9939
H -0.3316 -0.1540 5.3717
H -3.0633 -5.4140 0.1003
C -0.3388 -4.0337 4.1326
H 0.6214 -1.8713 6.8625
H 4.4473 5.5506 0.5626
C -2.6171 3.3389 -1.1629
H -4.1149 -4.2240 0.8358
H 2.6111 0.8556 5.0597
N 2.3580 -5.1837 -4.0717
C 1.5563 3.3367 -6.1312
N 1.4317 0.3550 -1.9400
H -0.2611 1.7307 -4.9474
H -2.0699 -3.1277 0.0205
C 3.8055 3.3222 -4.5661
H 0.1554 1.5168 6.6476
H -1.7523 -7.3940 3.0298
H -1.1393 0.8817 -6.9398
H -1.5092 -0.6130 -0.5942
H -4.0572 5.3614 4.4119
C -2.4738 -3.5687 -2.0248
H 2.6655 -3.3349 -4.9420
C -1.5311 -6.0512 4.7125
H -0.8730 3.4130 2.8927
C 1.8054 -3.1709 -2.9170
H 1.0974 3.2329 -0.7642
H -4.4678 -4.7879 -0.8066
C -1.2556 0.3801 -5.9478
C 0.7444 -0.0354 5.7331
H -1.7179 6.2982 0.1956
C 2.3425 -3.8538 -4.0066
H 3.2493 0.3882 -0.9995
H 3.3216 5.7441 2.7532
H -1.9323 -6.8154 5.4003
C 2.6284 2.7604 -4.1601
H 3.2844 4.4011 -1.3534
C -3.7171 -4.5610 -0.0708
H -0.4833 0.4982 -2.5903
H 2.1173 -1.0449 6.7952

Forces on atoms 1 to 6 (eV/Å):
-0.2 1.2 1.4
-0.3 -1.0 -0.3
0.5 -1.3 -0.8
-0.4 0.3 0.9
-0.2 -0.1 0.3
-0.5 2.0 1.0

Values from the calculation:
SMILES: c1ccncc1.c1ccncc1.c1ccncc1.c1ccncc1.c1ccncc1.c1ccncc1.c1ccncc1.c1ccncc1.CC(C)O.CC(C)O.CC(C)O.CC(C)O
Highest occupied orbital energy in Eh: -0.3323
M in g mol⁻¹: 873.20
HOMO-LUMO gap in eV: 9.476
LUMO energy in eV: 0.43

ORCA calculation (ωB97M-V with the def2-TZVPD basis set) on a structure of composition C36H39BN12PtSSb.

Element x y z (Å)
H -0.3018 0.2747 6.8675
H -1.4760 2.1324 -4.7770
C -3.3787 -1.3232 -4.9373
C -3.8501 -1.3025 -2.5722
C -2.1324 4.4176 2.2681
N 2.3787 -1.5802 2.3645
C -0.5551 2.6636 -4.5658
H -2.7978 5.2779 2.2283
H -1.3161 2.2514 3.4005
C -4.2480 -1.5553 -3.8788
H -4.4800 2.1093 1.6820
C 3.2587 -0.1210 1.0196
C -2.4181 4.0577 -0.0720
H 2.7247 4.5813 -3.8051
C -1.7167 -0.5854 -3.3832
H -0.3183 1.8324 4.6775
C 3.7721 -2.9048 -4.2398
C -1.3800 -2.2804 0.7020
C 3.7630 -1.6244 -4.7765
C 2.0727 -5.2757 4.9206
C 2.9943 -4.4125 5.5570
H 2.7267 0.2529 -4.8855
H -2.8834 0.7963 0.4517
C -0.0343 -0.0063 5.8640
H -1.9089 3.9730 -1.0338
C -0.5262 3.1583 1.0496
C 1.8115 4.0421 -4.0195
H 2.4559 2.2598 -3.0124
C 3.6406 -1.9730 2.1430
H 1.9016 -6.3265 5.0938
C 1.7230 -1.1781 -3.6142
N 1.3787 -4.6437 3.9959
B 1.2511 -2.2444 3.1846
C 1.6630 2.7371 -3.5759
C 0.4193 -1.2278 5.4167
H 0.2110 3.3152 1.8409
C -0.3488 -3.8633 1.8254
H -2.2559 -0.6125 -1.3045
C -0.0623 0.7948 4.7329
C 2.8040 -3.2065 4.9507
C -2.3111 1.7035 0.2470
N 0.1452 -2.6671 2.1911
H -3.0965 4.9081 -0.1067
N -2.9144 3.2098 2.5413
H -5.2404 -1.9386 -4.0749
N 0.6511 -1.1481 4.1001
C 0.7861 4.6552 -4.7310
H 3.2947 0.7616 0.4040
N 2.1482 -0.4445 1.6875
H -1.4239 -0.6685 -5.5266
C -2.1010 -0.8375 -4.6969
H 4.5832 -3.5798 -4.4782
H 3.2857 -2.2536 5.1108
C -2.0348 2.0782 2.6216
C 2.7465 -3.3280 -3.4013
H 0.9057 5.6742 -5.0743
H -1.9167 -4.4065 0.3680
C -2.5770 -0.8134 -2.3180
H -2.0163 -1.6876 0.0684
N -0.4969 -1.6977 1.5107
C 2.7347 -0.7453 -4.4640
H 0.9109 -2.7923 -2.4273
H 4.0416 -2.8600 2.6042
Pt 0.2555 0.3378 1.5157
H -1.7889 1.5997 -0.6993
N 0.3475 0.1030 3.6616
H -4.5517 3.8626 1.4139
H 4.5576 -1.3059 -5.4380
H 5.2460 -1.0954 0.9064
C -3.8890 3.0010 1.4696
C -1.3294 -3.6583 0.8714
H 2.7533 -4.3307 -2.9948
S 0.6969 0.7246 -0.8011
H -1.4028 4.5685 3.0649
C 1.7115 -2.4639 -3.0807
N -3.1969 2.8377 0.1843
Sb 0.2159 0.1530 -3.0302
N 1.8175 -3.3598 4.0129
H -4.5315 -1.4872 -1.7516
N -1.2793 1.8718 1.3334
C -0.3899 3.9700 -5.0055
H -0.0150 3.0505 0.0968
C 4.2411 -1.0644 1.2891
H 0.5882 -2.1437 5.9586
N -1.4263 4.2814 0.9884
H -1.1842 4.4532 -5.5590
H 0.0102 -4.7627 2.2956
H -3.6934 -1.5228 -5.9529
H 3.6991 -4.6550 6.3338
C 0.4780 2.0585 -3.8585
H -2.6062 1.1740 2.8362

Forces on atoms 1 to 6 (eV/Å):
0.0 0.0 0.0
0.0 0.0 0.0
0.0 0.0 0.0
0.0 0.0 0.0
0.0 -0.2 -0.2
0.2 -0.1 0.0

Values from the calculation:
Highest occupied orbital energy (spin up / spin down) in Eh: -0.5018 / -0.5017
ΔE to the lowest compared entry with this formula, charge and spin in kJ/mol: 167.7
2S+1: 2
M in g mol⁻¹: 999.51
Net charge: +2
HOMO-LUMO gap (spin up / spin down) in eV: 6.992 / 6.454
LUMO energy (spin up / spin down) in eV: -6.66 / -7.20